1.
91
Properties=species:S:1:pos:R:3:forces:R:3:lowdin_spin:R:1 method="wB97M-V/def2-TZVPD" spin_multiplicity=3 lumo_energy_ev="3.47 / 3.47" charge=-2 gap_ev="4.7569 / 5.5202" energy_ev=-211983.3693
H -6.172 0.913 3.115 0.0 0.0 0.0 0.000
H 4.618 -0.291 -4.228 0.0 0.0 0.0 0.000
C -2.645 4.002 2.728 0.0 0.0 0.0 0.017
C 2.643 -2.782 1.343 0.1 0.0 0.0 0.000
C 4.332 -1.498 2.436 0.0 0.0 0.0 0.000
F -1.439 -2.950 -4.267 0.0 0.0 0.0 0.001
H 2.861 4.670 3.674 0.0 0.0 0.0 0.000
C 3.002 -3.899 2.088 0.0 0.0 0.0 0.000
S -0.713 -0.323 2.253 0.0 -0.1 -0.1 0.057
C 2.531 1.398 2.854 0.0 0.0 0.0 0.000
C 6.137 0.336 -2.845 0.0 0.0 0.0 0.000
H 0.303 2.669 1.726 0.1 0.0 0.0 0.001
Ni -0.638 -0.222 -0.200 -0.1 0.0 0.1 1.669
H -3.102 4.511 3.568 0.0 0.0 0.0 0.002
C -1.440 0.486 -5.341 0.0 0.0 0.0 0.004
C 4.029 -3.812 3.018 0.0 0.0 0.0 0.000
H -0.958 -5.035 1.680 0.0 0.0 0.0 0.000
H -2.106 0.762 4.475 0.0 0.0 0.0 0.001
N -0.703 -2.472 -0.275 -0.1 0.0 0.0 0.018
F -2.684 1.517 -7.081 0.0 0.0 0.0 0.000
C -2.365 0.420 -6.368 0.0 0.0 0.0 0.000
C -0.735 2.969 1.682 0.0 0.0 0.0 0.013
C -2.637 -1.903 -5.945 0.0 0.0 0.0 0.000
H -2.437 -1.643 -2.088 0.0 0.0 0.0 0.000
C -3.298 -0.979 -2.134 0.0 0.0 0.0 0.000
H 1.851 -2.845 0.609 -0.1 0.0 0.0 0.000
C -4.186 0.906 3.921 0.0 0.0 0.0 0.000
C 4.696 -2.605 3.191 0.0 0.0 0.0 0.000
C 2.875 3.769 3.072 0.0 0.0 0.0 0.000
F -3.223 -3.081 -6.237 0.0 0.0 0.0 0.000
C -0.368 -4.666 -0.451 0.0 0.0 0.0 0.001
C -0.840 1.837 -0.539 0.0 0.0 0.0 0.039
N -1.007 -3.072 0.879 0.1 0.2 0.1 0.000
H 5.668 0.776 0.475 0.0 0.0 0.0 0.000
H -4.480 1.305 4.885 0.0 0.0 0.0 0.000
H 2.239 2.492 4.677 0.0 0.0 0.0 0.000
H 3.480 2.743 -0.094 0.0 0.0 0.0 0.000
H 2.236 0.456 3.302 0.0 0.0 0.0 0.000
C -0.330 -3.425 -1.113 0.1 0.0 0.1 0.001
C -3.798 -0.642 -0.767 0.0 0.0 0.0 0.007
H -1.149 -2.426 1.678 0.1 -0.1 -0.1 0.000
Si 2.758 -0.105 0.398 -0.1 0.0 0.0 0.006
H 6.909 0.424 -3.603 0.0 0.0 0.0 0.000
H 2.866 -0.481 -2.506 0.0 0.0 0.0 0.000
Se 0.175 -0.501 -3.142 0.0 0.0 0.0 0.021
Cl -3.834 2.695 -0.845 0.0 0.1 0.0 0.002
H 4.858 -0.560 2.592 0.0 0.0 0.0 0.000
O 1.366 -0.386 -0.276 0.0 0.0 -0.1 0.039
C -1.462 2.612 0.523 0.0 0.0 0.0 0.012
C -0.795 -4.394 0.830 -0.1 0.0 0.0 0.000
C 3.297 -1.560 1.500 0.0 0.0 0.0 0.001
I 0.123 -6.517 -1.214 0.0 0.0 0.0 0.001
C -2.974 -0.782 -6.677 0.0 0.0 0.0 0.004
H -6.690 0.128 0.829 0.0 0.0 0.0 0.000
H 3.473 4.785 1.277 0.0 0.0 0.0 0.000
N -2.919 -0.440 0.188 0.0 0.0 0.0 0.032
C -5.634 -0.043 0.649 0.0 0.0 0.0 0.003
H -0.683 3.865 3.611 0.0 0.0 0.0 0.000
H -4.444 3.951 1.546 0.0 0.0 0.0 0.000
C 4.856 -0.067 -3.195 0.0 0.0 0.0 0.000
C -2.384 0.107 2.482 0.0 0.0 0.0 0.005
H -4.084 -1.427 -2.744 0.0 0.0 0.0 0.000
C -1.299 3.637 2.747 0.0 0.0 0.0 0.001
C -4.712 0.211 1.687 0.0 0.0 0.0 0.001
C -2.805 3.020 0.545 0.0 0.0 0.0 0.013
C 3.219 3.833 1.728 0.0 0.0 0.0 0.000
C -3.395 3.689 1.608 0.0 0.0 0.0 -0.001
C -5.189 -0.486 -0.555 0.0 0.0 0.0 0.001
C 3.868 -0.177 -2.223 0.0 0.0 0.0 0.000
H -5.869 -0.684 -1.373 0.0 0.0 0.0 0.000
C -1.069 -0.619 -4.570 0.0 0.0 0.0 0.005
H -2.956 -0.062 -2.622 0.0 0.0 0.0 0.000
C 3.217 2.678 0.958 0.0 0.0 0.0 0.000
C 2.530 2.547 3.633 0.0 0.0 0.0 0.000
C 6.425 0.635 -1.519 0.0 0.0 0.0 0.000
F -0.900 1.690 -5.108 0.0 0.0 0.0 0.001
C 4.138 0.113 -0.884 0.0 0.0 -0.1 0.002
C -3.346 -0.046 1.426 0.0 0.0 0.0 0.003
H -0.042 -3.166 -2.120 0.0 0.0 0.0 0.000
C -5.122 0.699 2.949 0.0 0.0 0.0 0.004
H 4.311 -4.680 3.604 0.0 0.0 0.0 0.000
C 2.872 1.436 1.500 0.0 0.0 0.0 0.000
C 5.432 0.524 -0.555 0.0 0.0 0.0 0.000
F -3.876 -0.858 -7.676 0.0 0.0 0.0 0.001
C -1.708 -1.808 -4.925 0.0 0.0 0.0 0.004
C -2.834 0.604 3.690 0.0 0.0 0.0 0.006
H 5.499 -2.529 3.917 0.0 0.0 0.0 0.000
H -1.338 1.943 -1.502 0.0 0.0 0.0 0.006
H 0.222 2.066 -0.640 0.0 0.0 0.0 0.001
H 7.422 0.958 -1.238 0.0 0.0 0.0 0.000
H 2.481 -4.839 1.937 0.0 0.0 0.0 0.000

---

2.
65
Properties=species:S:1:pos:R:3:forces:R:3:lowdin_spin:R:1 method="wB97M-V/def2-TZVPD" de_lowest_ev=0.104 spin_multiplicity=4 lumo_energy_ev="2.41 / 2.41" charge=-1 gap_ev="6.3264 / 6.3311" energy_ev=-204026.8785
C 3.513 0.406 -2.422 -1.0 -0.6 -0.2 0.000
C 3.069 0.663 -3.707 -0.2 0.3 -2.0 0.000
H -3.542 -4.924 0.483 0.0 0.0 0.2 0.000
H -0.583 -5.281 -0.776 -0.1 -0.5 -0.2 0.000
C -2.006 1.232 -3.022 -0.5 0.8 -1.2 0.000
C -1.440 -4.804 -1.259 0.4 0.1 0.0 0.000
Nd -0.669 -0.073 -0.377 -1.4 -0.4 0.1 3.028
C -1.130 0.903 5.397 0.4 -0.5 1.6 0.000
H 5.256 -0.169 -1.211 -0.5 0.1 -0.4 0.000
N -0.718 -2.473 -1.125 -1.4 -1.3 1.7 -0.008
C 0.647 3.035 0.621 0.4 -0.8 -1.0 0.000
H -2.710 -4.398 1.995 0.3 -0.3 -0.3 0.000
O -3.208 -1.386 1.641 -0.9 1.0 1.1 0.001
H 1.614 1.300 0.516 0.0 -0.2 0.2 0.000
H -0.522 2.691 -3.060 0.4 0.3 0.0 0.000
H -0.005 -1.667 5.990 -0.3 0.4 0.3 0.000
C -2.453 -3.079 0.326 0.2 3.5 -0.1 0.000
Br 1.357 -3.140 1.484 -0.3 0.3 0.2 0.000
N -2.437 -1.762 0.598 0.6 -3.1 -1.0 -0.001
C 0.570 -1.930 2.750 0.5 -0.3 0.0 0.000
H -0.525 1.797 5.607 -0.2 -0.1 -0.3 0.000
H -2.100 1.199 4.994 0.2 0.0 -0.3 0.000
O 2.808 0.782 -0.188 -1.0 -0.7 -2.4 0.001
O -2.016 2.841 2.149 -0.2 -0.2 0.7 0.000
N 0.231 -0.730 2.271 -0.4 0.1 0.8 -0.001
H 0.846 2.981 -1.558 0.1 0.0 -0.1 0.000
Br 3.405 1.205 -6.512 -0.1 0.2 -0.3 0.000
H -2.325 4.158 0.001 0.2 -0.2 0.1 0.000
C -2.351 3.073 -0.178 0.7 0.2 -1.9 0.000
C -1.440 2.617 -2.496 -0.5 -2.3 0.8 0.000
C 4.868 0.101 -2.202 -1.0 0.2 1.7 0.000
C 0.156 3.351 -0.815 -2.0 -1.7 2.0 0.000
O 0.702 1.599 0.862 -0.3 1.6 -0.1 -0.003
H -3.112 -0.401 1.553 -0.3 -0.4 0.5 0.000
C -3.243 -4.077 1.094 -1.2 1.1 1.2 0.000
C 5.740 0.286 -3.219 0.9 0.8 -0.5 0.000
C -0.401 -0.113 4.556 -0.5 1.4 -2.6 0.000
O -2.492 1.011 0.888 0.6 0.6 0.6 -0.002
C -0.235 0.178 3.150 -0.4 -1.0 1.3 0.000
C -2.295 2.274 1.106 -0.3 -0.5 -0.7 0.000
O -1.952 0.212 -2.252 0.2 0.4 0.1 -0.004
H -0.589 1.151 2.793 0.3 -0.5 -0.1 0.000
C 5.319 0.761 -4.444 1.1 0.1 -2.0 0.000
H -1.318 0.442 6.397 0.0 0.3 -0.6 0.000
H 6.130 1.029 -5.161 -1.0 -0.3 0.3 0.000
H 0.050 4.419 -0.831 -0.2 0.8 -0.5 0.000
H 0.938 -3.271 4.477 -0.8 1.1 -0.7 0.000
O 0.333 -2.876 -1.650 1.7 0.0 -1.8 -0.005
C 0.490 -2.316 4.084 0.9 0.0 -0.4 0.000
H -2.369 -5.330 -1.144 -0.2 -0.6 0.4 0.000
C 0.008 -1.343 4.959 0.3 -1.4 0.8 0.000
O 1.197 0.230 -1.756 2.2 0.8 0.7 -0.006
C 2.405 0.462 -1.379 0.7 -0.1 1.6 0.000
H -4.119 -3.545 1.569 0.6 -0.6 -0.9 0.000
O -2.410 1.263 -4.189 0.2 -0.1 0.9 -0.001
H 1.669 3.404 0.709 0.1 0.2 0.1 0.000
H -3.269 2.847 -0.749 0.3 -0.1 0.4 0.000
H 6.813 0.252 -3.074 0.0 -0.3 0.2 0.000
C 3.981 0.835 -4.780 0.0 -0.2 2.2 0.000
C -1.581 -3.433 -0.756 0.1 1.1 0.0 0.002
N -1.203 2.616 -1.054 2.3 0.9 0.5 -0.002
H -2.098 3.397 -2.750 -0.9 1.0 -0.8 0.000
H -1.277 -4.764 -2.323 0.5 0.0 -0.5 0.000
H 0.026 3.534 1.360 -0.1 -0.3 0.1 0.000
H 1.998 0.744 -3.962 0.6 0.0 0.6 0.000

---

3.
65
Properties=species:S:1:pos:R:3:forces:R:3:nbo_charge:R:1 method="wB97M-V/def2-TZVPD" smiles="O=C1NCC[C@@H]1CCC(F)(F)C(F)(F)C(F)(F)C(F)(F)F.COC[C@@H](C)N.COC[C@@H](C)N" lumo_energy_ev=0.29 charge=0 gap_ev=9.4259 energy_ev=-54254.2535
C 0.071 -4.529 -0.220 0.0 0.1 -0.2 -0.615
H 2.321 4.207 0.557 -0.2 -0.3 0.1 0.232
H 0.202 -5.601 -0.366 0.0 0.0 0.1 0.205
C -3.413 -2.544 -0.741 0.2 -0.1 0.1 -0.616
N -3.569 -0.417 -1.917 -0.1 0.2 0.2 -0.826
F -1.827 2.388 0.314 -1.0 -0.1 0.2 -0.301
F -1.596 4.701 -0.817 -0.7 0.3 -0.7 -0.297
H 3.510 2.257 1.375 -0.3 -0.4 -0.4 0.188
H 3.354 5.767 -1.087 -0.1 0.1 0.0 0.224
H -3.312 0.565 -1.894 0.0 -0.2 -0.1 0.354
C -0.630 2.708 -0.184 -0.9 0.3 -0.5 0.548
H -0.667 -4.203 -0.954 0.0 0.0 0.1 0.221
C -6.071 -1.419 0.601 -0.2 0.2 -0.1 -0.249
N 4.075 1.616 -0.643 -1.2 -0.2 0.8 -0.655
O 4.281 2.221 -2.842 -0.3 -0.6 -2.6 -0.534
C 0.707 -4.202 2.251 0.0 0.2 0.1 -0.073
C 3.178 4.721 -1.323 0.1 -0.4 -0.1 -0.393
H -5.647 -2.039 1.397 0.1 0.0 0.0 0.168
H 5.104 1.535 1.142 0.1 0.3 0.3 0.201
C 0.739 4.937 -0.631 1.3 -0.3 0.3 0.645
F 0.609 5.348 -1.893 -0.7 -0.1 -1.0 -0.312
H 3.131 1.246 -0.624 0.3 -0.7 -0.7 0.393
F 0.229 2.119 0.623 1.5 -0.2 0.4 -0.294
H 1.910 3.107 -0.788 -0.2 0.0 0.1 0.210
H -3.339 -3.021 0.239 0.0 0.0 0.0 0.210
H 2.608 -6.860 2.289 0.0 0.1 0.1 0.191
C -0.403 -4.185 1.189 0.1 -0.3 -0.1 -0.082
H 1.562 -3.585 1.943 0.0 -0.1 -0.1 0.161
H -6.147 -1.993 -0.324 0.0 -0.2 0.1 0.166
H -4.377 -2.802 -1.177 0.0 0.1 0.0 0.205
H -2.124 -0.877 -0.488 0.0 0.1 0.1 0.184
N -1.512 -5.077 1.548 0.0 0.1 0.2 -0.826
O -5.321 -0.236 0.400 0.1 -0.1 0.0 -0.547
H 5.335 4.492 -1.462 -0.2 -0.1 -0.9 0.240
O 1.150 -5.488 2.645 0.0 0.1 -0.1 -0.547
H 0.308 -3.745 3.161 0.0 -0.1 0.0 0.183
H 4.701 4.378 1.103 -0.5 0.0 -0.1 0.222
H -3.687 -0.893 1.489 0.0 -0.1 -0.1 0.159
F -1.791 1.953 -2.079 -1.3 0.8 -0.9 -0.290
H -0.792 -3.161 1.154 0.0 0.0 0.1 0.187
H -2.654 -2.990 -1.384 0.0 0.1 0.0 0.216
H 2.698 -5.427 1.248 -0.1 0.0 -0.1 0.169
F -0.740 4.598 1.142 0.0 0.0 1.2 -0.288
C -3.197 -1.037 -0.640 -0.4 -0.1 -0.1 -0.083
C -3.920 -0.377 0.547 0.2 0.1 0.1 -0.075
C 4.479 3.926 -1.105 0.1 -0.1 1.0 -0.324
H -7.082 -1.128 0.887 0.1 0.1 0.0 0.189
F 0.197 2.671 -2.456 0.7 1.2 -0.9 -0.291
F -0.135 0.832 -1.485 0.7 -1.1 0.4 -0.309
H 1.450 -6.685 0.979 0.1 0.1 -0.1 0.166
C 4.288 2.514 -1.709 0.4 1.3 2.9 0.694
H -1.114 -5.989 1.762 0.0 0.0 -0.1 0.356
C 2.027 4.144 -0.491 0.5 0.2 0.1 -0.472
H -1.908 -4.771 2.432 -0.1 0.0 -0.1 0.350
C 4.861 3.608 0.350 1.4 -0.8 0.1 -0.432
F 0.889 6.068 0.089 -0.1 0.6 0.5 -0.325
C 2.017 -6.133 1.731 -0.1 -0.2 0.2 -0.249
H -4.586 -0.402 -1.960 0.0 -0.1 -0.1 0.354
C -0.585 2.068 -1.612 0.2 -0.9 1.3 0.921
C -0.559 4.249 -0.118 0.7 -0.1 -0.7 0.576
C 4.355 2.179 0.686 0.0 1.0 -0.4 -0.225
H -3.538 0.640 0.649 -0.1 0.0 0.0 0.188
H 1.015 -4.031 -0.454 0.0 0.0 0.0 0.204
H 2.931 4.609 -2.380 0.0 0.4 -0.1 0.233
H 5.949 3.472 0.325 0.0 0.4 0.0 0.215

---

no.,strongest force on any atom (eV/Å)
1,0.3
2,3.5
3,3.2